Computed, not measured: C9H19LiN3O7 as an isolated structure in a non-equilibrium geometry, with ωB97M-V/def2-TZVPD.

## Properties
Charge = -1
Gap between HOMO and LUMO = 8.4 eV
HOMO = -5.666 eV
Energy = -28643.189 eV
Energy relative to the best compared isomer or geometry (same formula, charge and spin) = 0.000 eV
LUMO level = 2.71 eV

XYZ file:
```
39
Properties=species:S:1:pos:R:3:mulliken_charge:R:1
Li -5.80883 -22.41025 -19.51334 0.99
H -6.48211 -20.08869 -16.25240 0.32
C -4.28009 -24.11946 -14.19634 -1.66
O -8.68907 -20.11974 -19.71834 -0.66
H -2.33944 -23.93768 -16.14093 0.45
C -7.27077 -22.78119 -16.14964 -1.31
H -6.43042 -23.97910 -13.72361 0.25
O -6.52060 -20.46818 -19.86136 -0.71
H -5.21439 -25.96748 -16.85603 0.24
H -8.13606 -22.45652 -15.60013 0.38
H -5.85922 -21.09145 -17.65863 0.18
H -6.48876 -21.54470 -13.81969 0.50
C -5.33665 -25.48961 -15.82677 -1.75
N -2.99837 -23.35982 -20.52851 0.87
C -5.46048 -23.40637 -13.57023 -0.41
C -4.47047 -24.29780 -15.64240 1.26
H -4.71884 -20.66240 -16.53016 0.52
H -4.25317 -23.88999 -18.02646 0.31
O -4.06587 -22.71088 -20.61909 -0.72
C -5.68147 -22.07490 -14.29023 -1.47
C -5.74631 -20.90601 -16.50328 -1.47
C -3.05077 -24.70164 -16.31736 -1.86
O -7.95685 -22.10659 -19.80660 -0.66
H -3.30804 -23.67066 -14.07964 0.43
N -4.87277 -23.07614 -16.33828 0.25
H -4.84207 -21.39874 -14.13160 0.33
H -7.32900 -23.88165 -16.03142 0.21
H -4.98026 -26.39651 -15.27690 0.46
O -2.97893 -24.28151 -19.65668 -0.65
O -4.95854 -23.32141 -17.77152 -0.37
N -7.74937 -20.90035 -19.80919 1.18
H -7.43803 -22.63525 -17.17322 0.26
H -4.14788 -25.06616 -13.80617 0.54
O -1.91983 -22.72064 -20.56526 -0.59
H -3.21321 -25.00245 -17.39277 0.60
H -5.41482 -23.27590 -12.47070 0.38
H -2.62134 -25.59810 -15.83805 0.36
C -5.93361 -22.20415 -15.81514 1.49
H -6.31409 -25.55486 -15.59709 0.53
```